Entry 1:
The following is a DFT calculation (ωB97M-V/def2-TZVPD) of a structure of composition C16H17BKN5O2S.

ORCA input file:
```
! RIJCOSX wB97M-V def2-TZVPD def2/J DEFGRID3
* xyz -2 1
K -0.06 -0.52 -2.01
S -2.54 0.32 0.04
C -1.40 0.36 1.33
N -0.97 1.36 2.01
N -1.45 2.58 1.59
C -1.27 3.69 2.35
C -1.86 4.91 1.94
C -1.68 6.06 2.68
C -0.91 6.05 3.85
C -0.33 4.86 4.25
C -0.50 3.69 3.52
N -0.90 -0.90 1.82
N -0.06 -1.41 1.08
C 0.45 -2.68 1.55
C 0.22 -3.16 2.84
C 0.75 -4.39 3.20
C 1.49 -5.14 2.28
C 1.70 -4.65 1.00
C 1.19 -3.41 0.64
H -2.13 2.55 0.84
H -2.45 4.93 1.04
H -2.14 6.98 2.35
H -0.77 6.96 4.42
H 0.27 4.83 5.15
H -0.05 2.76 3.84
H -0.36 -2.57 3.53
H 0.58 -4.77 4.20
H 1.89 -6.10 2.57
H 2.26 -5.20 0.26
H 1.35 -3.03 -0.37
C 1.70 -3.87 -4.35
C 1.90 -3.62 -2.85
O 2.54 -4.46 -2.19
O 1.36 -2.56 -2.41
H 2.28 -4.73 -4.68
H 1.98 -2.99 -4.92
H 0.64 -4.06 -4.54
B -0.51 2.07 -6.80
C -0.33 1.51 -5.33
N -0.20 1.11 -4.25
H 0.50 1.82 -7.44
H -0.68 3.28 -6.73
H -1.48 1.53 -7.30
*
```

For the HOMO energy, the calculation gives -2.34 eV. For the strongest force on any atom, the calculation gives 0.1 eV/Å. Its frontier orbital gap is 6.80 eV. Its calculated total energy is -56252.6372 eV.

Here are the Löwdin charges for atoms 1 to 6, given in e: 0.68 0.41 -0.92 0.01 -0.04 -0.26

=====

Entry 2:
The following is a DFT calculation (ωB97M-V/def2-TZVPD) of a structure of composition C16H17BaClNO4P.

ORCA input file:
```
! RIJCOSX wB97M-V def2-TZVPD def2/J DEFGRID3
* xyz 0 1
Ba -1.24 0.44 -0.43
O 0.04 2.33 3.46
C -0.19 2.03 2.30
O -0.31 0.85 1.82
C -0.39 3.22 1.34
C -0.60 4.47 1.93
C -0.77 5.58 1.12
C -0.72 5.42 -0.26
C -0.52 4.15 -0.76
N -0.35 3.08 0.01
H -0.62 4.53 3.01
H -0.93 6.56 1.55
H -0.84 6.26 -0.93
H -0.49 3.98 -1.84
C 3.26 -1.01 -1.76
P 1.93 -1.04 -0.49
C 2.86 -0.62 1.02
C 1.61 -2.83 -0.34
C 0.63 -3.39 -1.17
C 0.35 -4.74 -1.13
C 1.03 -5.57 -0.24
C 2.00 -5.03 0.59
C 2.29 -3.67 0.54
H 4.08 -1.67 -1.48
H 3.64 0.01 -1.85
H 2.87 -1.32 -2.72
H 3.78 -1.19 1.12
H 2.22 -0.76 1.89
H 3.11 0.44 0.97
H 0.08 -2.75 -1.86
H -0.42 -5.15 -1.78
H 0.81 -6.62 -0.20
H 2.53 -5.66 1.28
H 3.05 -3.27 1.20
Cl -5.71 -0.85 0.47
C -5.43 0.48 -0.68
C -4.00 0.50 -1.21
O -3.45 1.63 -1.31
O -3.43 -0.59 -1.46
H -5.65 1.42 -0.19
H -6.12 0.34 -1.52
*
```

For the HOMO energy, the calculation gives -9.16 eV. For the strongest force on any atom, the calculation gives 0.5 eV/Å. Its frontier orbital gap is 9.04 eV. Its calculated total energy is -49056.7416 eV.

Here are the Löwdin charges for atoms 1 to 6, given in e: 1.96 0.04 -0.66 -0.35 -0.20 0.00

=====

Entry 3:
The following is a DFT calculation (ωB97M-V/def2-TZVPD) of an isolated molecule of C16H17ClF11NO3.

ORCA input file:
```
! RIJCOSX wB97M-V def2-TZVPD def2/J DEFGRID3
* xyz 0 1
C -1.67 -1.77 3.43
C -1.69 -1.55 2.25
C -1.79 -1.25 0.72
C -0.37 -1.28 -0.01
N -0.32 -2.56 -0.75
C 0.20 -3.69 -0.04
F 0.57 -4.63 -1.04
F 1.34 -3.47 0.69
C -0.89 -4.51 0.85
F -0.50 -4.51 2.19
F -0.86 -5.87 0.47
C -0.05 -0.06 -0.99
C 1.24 -0.59 -1.84
C 2.42 -1.12 -0.97
O 3.11 -1.98 -1.46
O 2.78 -0.66 0.29
O 0.55 1.10 -0.40
C 0.01 1.63 0.78
C -0.23 3.20 0.51
C 1.08 4.06 0.43
C 1.99 3.81 -0.83
Cl 0.52 5.83 0.29
C 0.92 1.53 2.08
F 2.26 1.69 1.88
F 0.51 2.52 2.99
F 0.76 0.33 2.77
C -1.11 0.20 -2.12
F -1.38 -0.93 -2.91
F -0.55 1.12 -3.04
C -2.52 0.78 -1.78
F -2.61 1.70 -0.75
F -3.51 -0.20 -1.54
H -1.91 -1.97 4.49
H -2.36 -0.28 0.66
H -2.49 -2.04 0.32
H 0.39 -1.21 0.83
H -1.19 -2.77 -1.25
H -1.94 -4.17 0.68
H 0.98 -1.38 -2.58
H 1.67 0.27 -2.44
H 3.75 -0.59 0.32
H -1.00 1.28 1.12
H -0.95 3.61 1.29
H -0.77 3.35 -0.47
H 1.71 4.06 1.37
H 2.92 4.43 -0.69
H 1.47 4.23 -1.74
H 2.34 2.75 -0.95
H -2.89 1.31 -2.71
*
```

For the HOMO energy, the calculation gives -10.42 eV. For the strongest force on any atom, the calculation gives 3.9 eV/Å. Its frontier orbital gap is 10.83 eV. Its calculated total energy is -66911.5645 eV. The structure (SMILES) is C#CC[C@@H](NC(F)(F)C(F)F)[C@](CC(=O)O)(O[C@H](C[C@@H](C)Cl)C(F)(F)F)C(F)(F)C(F)F.

Here are the Löwdin charges for atoms 1 to 6, given in e: 0.09 -0.12 -0.11 -0.18 0.09 -0.40

=====

Entry 4:
The following is a DFT calculation (ωB97M-V/def2-TZVPD) of an isolated molecule of C16H17ClN2O3S.

ORCA input file:
```
! RIJCOSX wB97M-V def2-TZVPD def2/J DEFGRID3
* xyz 0 1
O -5.84 -1.08 0.23
C -5.08 -0.19 -0.09
N -3.74 -0.31 0.02
C -2.76 0.70 -0.32
H -3.09 1.27 -1.19
C -1.42 0.04 -0.65
N -0.91 -0.72 0.48
S 0.17 -1.92 -0.03
O -0.26 -2.49 -1.28
O 0.39 -2.80 1.08
C 1.63 -0.93 -0.30
C 2.39 -0.58 0.78
C 3.53 0.22 0.60
C 4.35 0.61 1.68
C 5.46 1.38 1.48
C 5.80 1.81 0.18
C 5.02 1.45 -0.89
C 3.87 0.65 -0.71
C 3.06 0.26 -1.80
C 1.96 -0.52 -1.60
H 1.33 -0.85 -2.41
H 3.33 0.59 -2.79
H 5.28 1.78 -1.88
H 6.67 2.42 0.04
H 6.09 1.68 2.31
H 4.09 0.28 2.68
H 2.10 -0.93 1.76
C -1.94 -1.18 1.39
H -2.13 -0.41 2.14
C -3.21 -1.52 0.64
H -3.00 -2.27 -0.13
H -3.98 -1.92 1.30
H -1.54 -2.07 1.89
H -0.69 0.82 -0.90
H -1.54 -0.62 -1.51
H -2.63 1.40 0.52
C -5.62 1.11 -0.67
H -6.71 1.03 -0.71
H -5.23 1.31 -1.67
Cl -5.22 2.50 0.36
*
```

For the HOMO energy, the calculation gives -8.83 eV. For the strongest force on any atom, the calculation gives 1.1 eV/Å. Its frontier orbital gap is 8.73 eV. Its calculated total energy is -49348.3930 eV. The structure (SMILES) is O=C(CCl)N1CCN(S(=O)(=O)c2ccc3ccccc3c2)CC1.

Here are the Löwdin charges for atoms 1 to 6, given in e: 0.06 -0.54 -0.05 -0.16 0.12 -0.18

=====

Entry 5:
The following is a DFT calculation (ωB97M-V/def2-TZVPD) of a structure of composition C16H17CoN3O6Se.

ORCA input file:
```
! RIJCOSX wB97M-V def2-TZVPD def2/J DEFGRID3
* xyz 0 4
Co 2.30 0.46 -0.18
O 4.53 0.72 -1.14
N 4.95 -0.34 -0.75
N 1.04 -0.85 -0.36
C -0.03 -1.44 -0.08
C -1.05 -0.75 0.79
C -2.39 -0.73 0.44
C -3.30 0.04 1.16
C -2.87 0.78 2.25
C -1.53 0.75 2.62
C -0.62 0.00 1.89
C -0.38 -2.79 -0.64
C -1.20 -3.67 0.04
C -1.47 -4.93 -0.47
C -0.93 -5.31 -1.69
C -0.10 -4.43 -2.39
C 0.17 -3.18 -1.86
H -2.73 -1.31 -0.41
H -4.34 0.05 0.87
H -3.58 1.36 2.83
H -1.19 1.31 3.48
H 0.42 -0.01 2.16
H -1.63 -3.38 1.00
H -2.10 -5.61 0.08
H -1.14 -6.29 -2.10
H 0.32 -4.72 -3.34
H 0.83 -2.49 -2.38
O 5.05 0.26 3.11
Se 4.77 1.02 1.74
O 5.18 -0.40 0.55
O 3.16 1.23 1.42
O 5.70 2.23 1.29
C -1.85 3.46 -0.59
N -0.43 3.39 -0.90
C 0.32 4.62 -1.11
C 0.21 2.24 -0.80
O 1.45 2.16 -0.92
H -2.34 4.15 -1.28
H -2.01 3.81 0.43
H -2.30 2.48 -0.69
H -0.37 5.41 -1.39
H 1.05 4.47 -1.89
H 0.85 4.91 -0.20
H -0.41 1.36 -0.61
*
```

For the HOMO energy (spin up / spin down), the calculation gives -8.38 / -8.51 eV. For the strongest force on any atom, the calculation gives 0.5 eV/Å. Its frontier orbital gap (spin up / spin down) is 8.06 / 7.97 eV. Its calculated total energy is -136590.7238 eV.

Here are the Löwdin charges for atoms 1 to 6, given in e: 0.74 -0.04 -0.08 0.02 -0.33 -0.20

=====

Entry 6:
The following is a DFT calculation (ωB97M-V/def2-TZVPD) of the ion C16H17F5N2O with charge +2.

ORCA input file:
```
! RIJCOSX wB97M-V def2-TZVPD def2/J DEFGRID3
* xyz 2 1
C 6.30 -1.83 -0.21
C 5.34 -0.77 0.36
C 5.45 0.58 -0.35
O 4.17 1.15 -0.70
C 3.49 1.68 0.37
N 2.04 1.32 0.21
C 1.22 1.44 1.26
C -0.12 1.12 1.16
C -0.63 0.66 -0.06
C -2.08 0.30 -0.18
C -3.02 0.70 0.77
C -4.34 0.32 0.63
N -4.74 -0.42 -0.42
C -6.17 -0.80 -0.54
F -6.25 -1.74 -1.46
F -6.84 0.27 -0.93
C -6.75 -1.35 0.82
F -5.80 -2.02 1.46
F -7.76 -2.13 0.56
F -7.14 -0.33 1.56
C -3.86 -0.80 -1.37
C -2.53 -0.45 -1.27
C 0.25 0.56 -1.13
C 1.58 0.90 -0.96
H 5.77 -2.66 -0.65
H 6.95 -2.20 0.58
H 6.95 -1.41 -0.97
H 5.62 -0.62 1.40
H 4.32 -1.14 0.36
H 5.96 0.45 -1.30
H 6.04 1.29 0.22
H 3.54 2.77 0.39
H 3.83 1.30 1.33
H 1.61 1.79 2.20
H -0.76 1.20 2.01
H -2.74 1.31 1.61
H -5.06 0.64 1.36
H -4.20 -1.39 -2.20
H -1.85 -0.78 -2.02
H -0.06 0.23 -2.10
H 2.25 0.82 -1.80
*
```

For the HOMO energy, the calculation gives -16.00 eV. For the strongest force on any atom, the calculation gives 1.0 eV/Å. Its frontier orbital gap is 7.49 eV. Its calculated total energy is -35466.9586 eV.

Here are the Löwdin charges for atoms 1 to 6, given in e: -0.08 -0.21 -0.16 -0.11 -0.13 0.03